1.
{
  "formula": "C17H21Ca2ClF6KN6O21P2S3",
  "method": "ωB97M-V with the def2-TZVPD basis set",
  "lumo_energy_ev": -6.854,
  "e_above_lowest_kcal_mol": 0.00,
  "multiplicity": 1,
  "homo_ev": -8.227,
  "total_charge": 1,
  "homo_lumo_gap_ev": 1.372,
  "symbols": ["O", "O", "N", "O", "H", "N", "C", "F", "O", "H", "F", "O", "C", "N", "C", "C", "P", "O", "O", "N", "N", "H", "H", "H", "O", "S", "H", "P", "H", "H", "C", "S", "O", "C", "C", "O", "H", "O", "Cl", "C", "H", "O", "O", "C", "N", "H", "O", "H", "H", "F", "O", "O", "C", "O", "C", "Ca", "O", "H", "C", "H", "H", "O", "C", "K", "O", "H", "C", "C", "S", "F", "F", "H", "C", "F", "H", "H", "Ca", "C", "H", "O"],
  "positions_angstrom": [[-7.921519, -2.756493, 2.155307], [5.270410, 0.249579, 4.351005], [0.376187, 3.223995, 2.470483], [6.912063, -0.905549, 3.565865], [8.135778, 1.124079, 3.251072], [0.779550, -3.435579, -3.236375], [1.522790, 2.714773, 1.935499], [0.094928, -0.660622, -0.743143], [-7.238586, -4.902323, 0.760056], [3.889159, 0.801899, 2.573789], [1.716723, -0.827783, -2.196357], [-2.214474, 4.766815, -5.745739], [-0.833614, 2.680264, 1.759488], [6.384141, 0.125050, 3.876613], [-1.937851, 4.185367, -4.715051], [-1.929225, 2.242309, -3.283878], [-2.362486, 2.664919, 2.746467], [-0.958298, -1.592748, -3.403265], [-2.200499, 0.979037, -3.003693], [3.427142, 1.708859, 2.707362], [2.161542, 3.272901, 0.875679], [0.391439, 2.905390, 3.435134], [-1.863854, 0.811064, -2.107584], [1.897664, 3.001842, -0.101414], [-3.429125, -1.359287, 2.448914], [-0.326540, -2.570425, -2.574072], [-0.370391, 4.953864, -1.694654], [4.869864, -1.343508, 0.658058], [-6.038474, -1.082923, 2.979200], [2.918089, 3.916260, 1.001627], [-6.299553, -4.077816, 1.133053], [1.546611, 0.101775, 1.760294], [-0.930423, 6.208765, -3.945358], [-6.739089, -2.866837, 1.940044], [-5.715496, -1.933347, 2.394876], [-0.308634, -3.950081, -5.492893], [7.277584, 1.854972, 4.643676], [-2.071692, 2.242059, 4.257443], [2.206843, 3.354976, -2.174376], [-3.989933, -3.326591, 1.270128], [-8.087957, -4.540256, 1.102119], [-2.815173, -3.469416, 1.001648], [-0.522477, -5.585064, -3.713509], [-1.227812, 3.025873, -2.201989], [2.017057, 1.587256, 2.548923], [-1.275400, 6.352108, -4.848791], [-1.185252, -3.230302, -1.632583], [-4.654262, -5.086773, 0.254014], [0.728742, 0.535467, 0.780619], [2.454385, -5.784960, -3.724529], [3.859327, -2.083309, 1.539059], [5.085252, 0.093465, 1.217196], [-4.997327, -4.263366, 0.831129], [-3.009283, 3.961209, 2.672138], [1.834115, -5.248940, -4.776088], [2.924511, 0.445845, -0.839925], [4.309763, -1.224502, -0.780186], [-2.619828, -1.765931, 2.077401], [7.162816, 1.380471, 3.675198], [-2.763070, 2.244131, -5.237783], [6.595183, 2.015254, 2.999147], [-0.979006, 2.449177, -1.145136], [-0.888651, 4.402588, -2.464610], [6.950893, 1.389592, 1.035148], [-3.154403, 1.471781, 2.095927], [-1.542251, 2.927055, 4.679934], [0.776127, -1.564339, -1.494025], [-4.427916, -2.149136, 2.084476], [0.223374, -4.509153, -4.291735], [2.645523, -4.330861, -5.301279], [1.467787, -2.301204, -0.648011], [-0.677095, 1.684340, 1.369295], [-2.259214, 2.797229, -4.458337], [1.635962, -6.200984, -5.678267], [-3.074499, 0.661794, 2.620261], [3.568764, 1.975608, 3.674099], [-4.091944, -6.763356, 0.491167], [-1.215344, 4.956711, -3.642737], [-1.055809, 3.347986, 0.938028], [6.185640, -2.101988, 0.659314]],
  "forces_ev_per_angstrom": [[-0.15, -0.34, -0.15], [-0.01, 0.23, 0.14], [-0.05, -1.60, 0.26], [0.15, -0.11, 0.02], [-0.11, -0.04, 0.29], [-0.54, -0.17, 0.00], [0.63, 0.63, -0.40], [-0.24, 0.10, -0.45], [-0.29, 0.10, 0.15], [0.27, -0.02, -0.57], [-1.02, -0.32, -0.40], [0.10, 0.25, 0.05], [-0.31, 0.98, 0.10], [-0.04, -0.23, 0.01], [-0.11, -0.35, -0.11], [-0.06, 0.10, -0.29], [-0.24, 1.72, -0.33], [0.04, 0.25, -0.07], [-0.06, 0.03, 0.26], [-0.18, -0.06, 0.10], [-0.75, -0.74, 0.19], [-0.38, -0.25, 0.03], [0.07, -0.09, 0.01], [0.15, 0.81, -0.31], [0.24, -0.14, -0.01], [-0.31, 0.58, -0.36], [0.06, 0.02, -0.04], [0.62, -1.60, 0.44], [0.00, 0.01, -0.02], [0.00, 0.24, -0.20], [0.27, -0.18, -0.25], [-0.11, -0.90, 0.63], [-0.10, 0.03, -0.21], [0.34, 0.53, 0.26], [-0.05, -0.15, -0.05], [0.06, 0.41, -0.05], [-0.04, 0.05, 0.00], [0.62, -0.96, -0.32], [0.33, -1.27, 0.76], [0.27, -0.08, -0.28], [-0.05, -0.05, -0.05], [0.03, -0.07, 0.29], [-0.15, -0.26, 0.67], [0.19, 0.32, -0.08], [0.62, 0.75, 0.38], [0.01, 0.05, -0.03], [-0.07, -0.27, 0.58], [-0.76, 2.12, -1.12], [0.03, 0.56, 0.24], [-0.13, -0.06, 0.11], [-0.29, 0.24, 0.04], [-1.35, 0.74, -0.37], [-0.48, 0.31, 0.76], [-0.26, 0.46, -0.18], [0.72, 0.19, 0.19], [1.77, 0.61, -0.07], [-0.79, 1.23, -0.40], [0.13, 0.08, 0.02], [0.22, 0.13, 0.40], [0.01, -0.05, 0.02], [-0.20, 0.20, 1.15], [-0.10, -0.25, -0.16], [-0.14, -0.14, 0.26], [0.91, -0.16, -2.05], [0.09, -0.52, 0.61], [-0.26, 0.16, 0.40], [0.72, -0.88, 0.09], [-0.36, 0.17, 0.01], [0.29, -0.48, -0.86], [-0.16, 0.07, -0.04], [-0.04, -0.01, 0.15], [0.16, -0.08, -0.02], [-0.04, 0.04, -0.06], [-0.26, -0.06, -0.06], [-0.27, -0.29, -0.21], [-0.11, -0.15, 0.19], [1.21, -2.25, 0.25], [0.14, 0.03, 0.33], [-0.12, -0.09, -0.30], [0.09, 0.22, 0.07]]
}


2.
{
  "formula": "C17H21Cl2NO3S",
  "method": "ωB97M-V with the def2-TZVPD basis set",
  "lumo_energy_ev": 0.468,
  "e_above_lowest_kcal_mol": 3.91,
  "multiplicity": 1,
  "homo_ev": -9.040,
  "homo_lumo_gap_ev": 9.508,
  "smiles": "CC1(C)[C@@H]2CC[C@@]1(CS(=O)(=O)NCc1ccc(Cl)cc1Cl)C(=O)C2",
  "symbols": ["C", "C", "H", "H", "H", "H", "C", "O", "C", "H", "H", "H", "C", "C", "C", "H", "Cl", "H", "S", "H", "Cl", "O", "C", "C", "O", "C", "C", "C", "H", "H", "C", "C", "C", "H", "H", "H", "H", "C", "H", "N", "H", "H", "H", "C", "H"],
  "positions_angstrom": [[-3.342388, -2.183204, -0.888308], [5.183484, 1.206682, 0.562762], [4.667742, 1.662117, -1.505355], [2.451695, 1.013781, -0.966950], [-5.246043, 0.070534, -2.553555], [5.047020, 3.144917, 2.670522], [-2.514790, 0.059555, -0.524560], [0.796537, -0.438472, -0.474654], [3.644371, -0.595904, 0.608203], [5.768686, -0.908271, 0.756402], [-0.770177, 1.272404, -0.652412], [5.804142, 0.729045, 3.236980], [5.070962, -0.278215, 0.205075], [4.289091, 1.324011, 1.818870], [4.095062, 2.752823, 2.318129], [2.305290, 2.453698, 0.033309], [-3.675758, 2.222571, -1.667356], [3.715818, 3.419800, 1.553008], [0.555025, -0.473457, 0.935504], [3.396123, 2.762854, 3.151615], [-5.502358, -2.751717, -2.403054], [0.311342, -1.714936, 1.606807], [4.381404, 1.967442, -0.499948], [2.927356, 1.582038, -0.169992], [3.085089, -1.655670, 0.586703], [-2.433530, -1.311334, -0.314823], [3.054484, 0.715302, 1.103188], [-4.356309, -1.681154, -1.687423], [6.206946, 1.558575, 0.682787], [1.273602, 1.447675, 2.092635], [-1.526807, 1.016698, 0.095360], [4.772759, 0.477243, 2.997654], [-3.537900, 0.531328, -1.344298], [-1.403770, 0.057871, 1.910198], [5.223370, -0.477736, -0.855636], [-2.042145, 1.935669, 0.395899], [-1.636151, -1.709416, 0.293711], [1.781539, 0.512864, 1.876698], [4.713844, -0.587559, 2.792734], [-0.802957, 0.506419, 1.234466], [-3.260671, -3.244323, -0.717011], [4.165996, 0.679403, 3.877652], [4.544835, 3.041738, -0.426317], [-4.461575, -0.320175, -1.925490], [1.949088, -0.054031, 2.788069]],
  "forces_ev_per_angstrom": [[-0.09, 0.00, -0.05], [0.09, 0.04, -0.15], [0.03, 0.03, -0.03], [0.01, 0.16, 0.02], [-0.06, 0.03, -0.04], [0.09, 0.08, 0.07], [-0.10, 0.09, -0.02], [-0.02, 0.21, -0.10], [0.24, 0.19, 0.08], [-0.04, -0.07, 0.04], [-0.22, 0.21, -0.03], [0.10, 0.00, 0.07], [0.32, -0.11, -0.11], [0.01, 0.03, 0.21], [-0.04, -0.23, -0.20], [-0.05, 0.04, 0.01], [-0.05, 0.33, -0.10], [-0.05, 0.15, -0.10], [-0.78, 0.65, 0.86], [-0.07, 0.05, 0.12], [-0.18, -0.18, -0.11], [0.04, -0.04, 0.22], [0.16, 0.16, -0.02], [-0.01, -0.01, -0.20], [0.15, -0.23, 0.04], [-0.11, 0.12, -0.12], [-0.27, -0.08, -0.05], [0.26, 0.24, 0.15], [0.03, 0.00, 0.08], [0.05, 0.03, 0.05], [0.01, 0.29, -0.34], [-0.09, 0.07, -0.21], [0.06, -0.42, 0.10], [0.03, -0.19, 0.18], [0.00, -0.03, -0.04], [0.14, -0.13, -0.09], [-0.04, -0.12, 0.06], [-0.06, -0.37, -0.46], [0.07, -0.17, 0.07], [0.52, -0.55, -0.09], [-0.02, -0.11, 0.00], [-0.05, -0.02, 0.11], [-0.01, 0.02, -0.03], [0.03, -0.08, 0.02], [-0.04, -0.06, 0.13]]
}


> What is the formula in the first record?

C17H21Ca2ClF6KN6O21P2S3


> What is the multiplicity in the second record?

1